#i
DFT (ωB97M-V/def2-TZVPD) results for 2 unconnected molecules or ions with the total composition C5H10O2.

Orbital gap   9.1 eV
SMILES   C=C/C(O)=C/C.O
HOMO   -8.382 eV

XYZ file:
```
17
Properties=species:S:1:pos:R:3:lowdin_charge:R:1
C 2.734 1.315 1.044 0.03
C 1.773 1.300 0.131 -0.12
C 0.753 0.221 0.082 -0.39
O 1.180 -0.909 -0.522 0.06
C -0.474 0.423 0.571 -0.12
C -1.419 -0.676 0.958 -0.10
H 2.515 0.870 2.007 0.07
H 3.573 1.986 1.030 0.05
H 1.753 2.000 -0.703 0.11
H 0.446 -1.505 -0.729 0.10
H -0.882 1.423 0.654 0.10
H -2.409 -0.576 0.499 0.06
H -1.546 -0.790 2.034 0.07
H -1.082 -1.662 0.650 0.06
O -2.155 -1.467 -2.511 -0.05
H -2.339 -1.092 -3.376 0.04
H -2.421 -0.862 -1.817 0.01
```



#ii
DFT (ωB97M-V/def2-TZVPD) results for C5H10O2 in the gas phase.

Orbital gap   9.3 eV
HOMO   -8.508 eV

XYZ file:
```
17
Properties=species:S:1:pos:R:3:lowdin_charge:R:1
O -1.913 -0.501 1.896 -0.07
C -1.825 -0.885 0.535 -0.28
C -0.904 0.097 -0.162 -0.19
C 0.505 0.081 0.427 -0.18
C 1.434 1.058 -0.265 -0.19
O 1.426 0.805 -1.698 -0.20
C 2.275 0.012 -2.273 0.04
H -2.468 -1.140 2.357 0.09
H -1.420 -1.905 0.437 0.12
H -2.815 -0.872 0.053 0.12
H -1.330 1.104 -0.068 0.13
H 0.457 0.330 1.493 0.12
H 0.932 -0.930 0.355 0.12
H 2.468 0.969 0.088 0.12
H 1.091 2.090 -0.151 0.13
H 2.981 -0.336 -1.458 0.01
H -0.866 -0.140 -1.232 0.12
```



#iii
DFT (ωB97M-V/def2-TZVPD) results for C5H10O2 in the gas phase.

Orbital gap   10.7 eV
SMILES   CC[C@@H](O)CC=O
HOMO   -9.933 eV

XYZ file:
```
17
Properties=species:S:1:pos:R:3:lowdin_charge:R:1
C -2.336 -0.520 -0.449 -0.10
C -1.051 0.294 -0.552 -0.23
C -0.034 -0.097 0.522 -0.40
O 0.221 -1.481 0.421 -0.03
C 1.222 0.816 0.440 -0.09
C 2.544 0.231 0.019 -0.22
O 2.851 -0.942 0.047 0.05
H -3.041 -0.253 -1.243 0.07
H -2.116 -1.588 -0.523 0.07
H -2.832 -0.345 0.514 0.08
H -0.588 0.144 -1.538 0.12
H -1.276 1.366 -0.458 0.11
H -0.503 0.089 1.502 0.14
H 1.177 -1.632 0.392 0.06
H 1.434 1.264 1.422 0.13
H 1.031 1.670 -0.223 0.12
H 3.298 0.983 -0.293 0.12
```



#iv
DFT (ωB97M-V/def2-TZVPD) results for C5H10O2 in the gas phase.

Orbital gap   10.7 eV
SMILES   C[C@@H](O)CCC=O
HOMO   -9.846 eV

XYZ file:
```
17
Properties=species:S:1:pos:R:3:lowdin_charge:R:1
C -2.218 -0.632 -0.177 -0.06
C -0.839 -0.026 -0.391 -0.47
O -1.045 1.331 -0.710 -0.05
C 0.064 -0.199 0.846 -0.15
C 1.557 -0.349 0.544 -0.16
C 2.234 0.766 -0.207 -0.23
O 1.709 1.779 -0.623 0.05
H -2.156 -1.715 -0.027 0.08
H -2.702 -0.181 0.697 0.09
H -2.842 -0.432 -1.052 0.08
H -0.360 -0.555 -1.238 0.14
H -0.166 1.744 -0.760 0.05
H -0.114 0.654 1.512 0.13
H -0.244 -1.099 1.391 0.11
H 1.749 -1.268 -0.033 0.13
H 2.139 -0.477 1.470 0.12
H 3.320 0.612 -0.373 0.12
```



#iv (0.0089 hartree below the next structure)



#i
DFT (ωB97M-V/def2-TZVPD) results for C5H10O2 in the gas phase.

Orbital gap   9.9 eV
SMILES   CO/C=C/COC
HOMO   -8.818 eV

XYZ file:
```
17
Properties=species:S:1:pos:R:3:lowdin_charge:R:1
C -0.480 0.865 -3.131 -0.08
O 0.566 0.004 -2.705 -0.12
C 0.760 -0.160 -1.376 -0.16
C -0.122 -0.009 -0.388 -0.07
C 0.292 -0.014 1.046 -0.26
O -0.359 -1.040 1.760 -0.18
C -0.154 -0.898 3.140 -0.13
H -1.084 0.345 -3.879 0.09
H -1.122 1.174 -2.306 0.07
H -0.028 1.759 -3.576 0.09
H 1.790 -0.456 -1.178 0.13
H -1.171 0.189 -0.589 0.11
H 1.388 -0.118 1.135 0.12
H 0.031 0.960 1.497 0.12
H 0.919 -0.870 3.391 0.09
H -0.611 -1.758 3.635 0.09
H -0.617 0.026 3.523 0.09
```



#ii
DFT (ωB97M-V/def2-TZVPD) results for C5H10O2 in the gas phase.

Orbital gap   10.4 eV
SMILES   OCCC1COC1
HOMO   -9.586 eV

XYZ file:
```
17
Properties=species:S:1:pos:R:3:lowdin_charge:R:1
O 2.070 0.316 1.027 -0.07
C 1.893 -0.505 -0.126 -0.26
C 0.454 -1.031 -0.240 -0.14
C -0.457 0.186 -0.292 -0.29
C -1.917 0.110 -0.738 -0.16
O -2.323 0.923 0.377 -0.11
C -1.029 0.779 0.994 -0.16
H 2.203 1.227 0.737 0.09
H 2.623 -1.322 -0.095 0.11
H 2.088 0.105 -1.016 0.12
H 0.197 -1.698 0.600 0.12
H 0.321 -1.668 -1.131 0.12
H 0.017 1.039 -0.829 0.15
H -2.394 -0.882 -0.713 0.12
H -2.113 0.566 -1.715 0.12
H -0.578 1.732 1.284 0.11
H -1.054 0.123 1.877 0.13
```



#iii
DFT (ωB97M-V/def2-TZVPD) results for C5H10O2 in the gas phase.

Orbital gap   9.3 eV
SMILES   CCO/C=C/OC
HOMO   -8.290 eV

XYZ file:
```
17
Properties=species:S:1:pos:R:3:lowdin_charge:R:1
C -0.524 0.603 2.903 -0.07
C 0.231 0.393 1.625 -0.30
O -0.716 0.103 0.624 -0.09
C -0.086 -0.347 -0.483 -0.21
C 0.877 0.291 -1.138 -0.15
O 1.110 -0.170 -2.394 -0.12
C -0.190 -0.766 -2.944 -0.05
H -1.046 -0.317 3.182 0.08
H 0.169 0.889 3.695 0.08
H -1.264 1.394 2.756 0.08
H 0.806 1.288 1.346 0.11
H 0.936 -0.448 1.678 0.13
H -0.256 -1.391 -0.722 0.12
H 1.423 1.159 -0.754 0.13
H 0.197 -0.987 -3.914 0.07
H -0.673 -1.691 -2.536 0.09
H -0.992 -0.005 -2.925 0.10
```



#iv
DFT (ωB97M-V/def2-TZVPD) results for 2 unconnected molecules or ions with the total composition C5H10O2.

Orbital gap (alpha / beta)   7.4 / 7.4 eV
HOMO (alpha / beta)   -6.887 / -6.491 eV

XYZ file:
```
17
Properties=species:S:1:pos:R:3:lowdin_charge:R:1
C 2.460 -0.254 0.735 -0.10
O 1.075 0.028 0.764 -0.22
C 0.475 -0.309 -0.487 -0.20
C -0.952 0.169 -0.701 -0.36
C -2.046 -0.771 -0.579 -0.07
C -1.541 1.102 0.303 -0.14
O -0.871 1.770 1.279 0.02
H 2.669 -1.327 0.571 0.10
H 2.849 0.037 1.710 0.09
H 2.966 0.322 -0.060 0.10
H 1.021 0.177 -1.303 0.12
H 0.567 -1.404 -0.614 0.13
H -1.373 -0.252 -2.060 0.22
H -3.053 -0.473 -0.879 0.07
H -1.842 -1.724 -0.182 0.05
H -2.527 1.489 0.141 0.10
H 0.016 1.376 1.348 0.08
```



#ii (0.0099 hartree below the next structure)



#i
DFT (ωB97M-V/def2-TZVPD) results for 2 unconnected molecules or ions with the total composition C5H10O2.

Orbital gap   11.0 eV
SMILES   C=CC1COC1.O
HOMO   -10.090 eV

XYZ file:
```
17
Properties=species:S:1:pos:R:3:lowdin_charge:R:1
C 1.916 -0.031 -0.827 0.01
C 0.664 -0.291 -1.197 -0.16
C -0.572 0.463 -0.794 -0.25
C -1.670 -0.382 -0.113 -0.15
O -1.553 0.360 1.111 -0.13
C -0.594 1.260 0.525 -0.15
H 2.742 -0.647 -1.172 0.07
H 2.171 0.793 -0.165 0.07
H 0.478 -1.129 -1.871 0.11
H -0.943 1.034 -1.651 0.14
H -1.434 -1.443 0.039 0.12
H -2.668 -0.294 -0.560 0.12
H -0.996 2.276 0.441 0.12
H 0.332 1.278 1.109 0.11
O 0.967 -1.216 1.981 -0.06
H 0.172 -0.682 2.118 0.02
H 0.988 -1.347 1.025 0.00
```



#ii
DFT (ωB97M-V/def2-TZVPD) results for C5H10O2 in the gas phase.

Orbital gap   9.6 eV
SMILES   C[C@]1(CCO)CO1
HOMO   -8.629 eV

XYZ file:
```
17
Properties=species:S:1:pos:R:3:lowdin_charge:R:1
C 0.815 1.946 0.145 -0.02
C 0.544 0.442 0.079 -0.38
C -0.939 -0.136 0.045 -0.15
C -1.119 -1.366 0.893 -0.26
O -0.113 -2.337 0.666 -0.06
C 0.744 -0.231 -1.286 -0.17
O 1.732 -0.253 -0.329 0.00
H -0.003 2.503 0.615 0.08
H 1.734 2.215 0.691 0.09
H 0.954 2.324 -0.877 0.08
H -1.397 -0.313 -0.964 0.12
H -1.469 0.742 0.389 0.11
H -2.066 -1.863 0.665 0.12
H -1.113 -1.018 1.928 0.12
H 0.733 -1.923 0.895 0.09
H 0.597 0.507 -2.062 0.12
H 0.365 -1.241 -1.490 0.13
```



#iii
DFT (ωB97M-V/def2-TZVPD) results for C5H10O2 in the gas phase.

Orbital gap   8.5 eV
SMILES   COC[C@@H](C)C=O
HOMO   -7.859 eV

XYZ file:
```
17
Properties=species:S:1:pos:R:3:lowdin_charge:R:1
C -0.379 -0.244 -2.611 -0.11
O 0.083 -0.653 -1.344 -0.20
C 0.187 0.425 -0.439 -0.29
C 0.596 -0.106 0.886 -0.26
C 0.595 0.885 2.029 -0.07
C -0.767 -1.287 1.158 -0.06
O 0.102 -1.760 1.891 -0.08
H -1.385 0.204 -2.552 0.09
H -0.424 -1.136 -3.243 0.09
H 0.300 0.490 -3.076 0.09
H -0.779 0.941 -0.325 0.13
H 0.950 1.140 -0.776 0.13
H 1.626 -0.554 0.785 0.16
H 0.895 0.430 2.980 0.09
H 1.311 1.688 1.800 0.09
H -0.403 1.316 2.141 0.09
H -1.403 -2.157 0.739 0.11
```



#iv
DFT (ωB97M-V/def2-TZVPD) results for 2 unconnected molecules or ions with the total composition C5H10O2.

Orbital gap   9.4 eV
SMILES   CCC=O.C=CO
HOMO   -8.750 eV

XYZ file:
```
17
Properties=species:S:1:pos:R:3:lowdin_charge:R:1
C 0.451 -2.782 0.700 -0.10
C 1.076 -1.606 -0.056 -0.21
C 0.452 -0.309 0.366 -0.26
O 1.082 0.621 0.832 0.03
H 0.888 -3.727 0.368 0.07
H 0.622 -2.688 1.777 0.08
H -0.631 -2.833 0.531 0.08
H 2.154 -1.536 0.112 0.12
H 0.899 -1.723 -1.135 0.12
H -0.647 -0.229 0.240 0.14
C -0.668 2.341 -1.392 -0.01
C -1.378 2.597 -0.291 -0.30
O -1.023 2.391 0.994 -0.02
H -1.098 2.553 -2.364 0.04
H 0.347 1.955 -1.359 0.05
H -2.379 3.021 -0.350 0.11
H -0.147 1.954 1.026 0.05
```



#iv (0.0305 hartree below the next structure)



#i
DFT (ωB97M-V/def2-TZVPD) results for C5H10O2 in the gas phase.

Orbital gap   10.5 eV
SMILES   CCO[C@@H](C)C=O
HOMO   -9.466 eV

XYZ file:
```
17
Properties=species:S:1:pos:R:3:lowdin_charge:R:1
C 2.253 -1.062 -0.427 -0.07
C 1.139 -0.725 0.563 -0.25
O 0.454 0.520 0.317 -0.11
C -0.974 0.379 0.345 -0.38
C -1.762 1.666 0.592 -0.03
C -1.196 -0.171 -1.044 -0.22
O -1.362 -1.340 -1.299 0.06
H 3.004 -0.274 -0.524 0.07
H 2.769 -1.958 -0.054 0.08
H 1.872 -1.310 -1.423 0.07
H 0.425 -1.558 0.540 0.11
H 1.560 -0.661 1.574 0.12
H -1.268 -0.360 1.100 0.15
H -2.829 1.425 0.475 0.09
H -1.637 2.059 1.606 0.08
H -1.529 2.460 -0.124 0.08
H -1.033 0.592 -1.835 0.14
```



#ii
DFT (ωB97M-V/def2-TZVPD) results for a molecular structure, C5H10O2.

Orbital gap   9.1 eV
HOMO   -8.097 eV

XYZ file:
```
17
Properties=species:S:1:pos:R:3:lowdin_charge:R:1
C -0.406 1.804 1.081 -0.02
C -0.483 0.396 0.537 -0.35
O -1.095 0.398 -0.744 -0.12
C -1.143 -0.883 -1.206 -0.05
C 0.607 -1.575 -0.415 -0.04
C 0.895 -0.272 0.259 -0.40
O 1.681 0.560 -0.570 -0.02
H -1.409 2.221 1.208 0.09
H 0.171 2.440 0.404 0.09
H 0.095 1.791 2.056 0.09
H -1.073 -0.253 1.210 0.16
H -1.119 -0.949 -2.282 0.09
H -0.971 -1.751 -0.592 0.03
H 0.340 -2.379 0.305 0.10
H 1.360 -1.919 -1.121 0.09
H 1.429 -0.398 1.205 0.15
H 1.120 0.767 -1.335 0.10
```



#iii
DFT (ωB97M-V/def2-TZVPD) results for C5H10O2 in the gas phase.

Orbital gap   10.7 eV
SMILES   CCO[C@@H](C)C=O
HOMO   -9.622 eV

XYZ file:
```
17
Properties=species:S:1:pos:R:3:lowdin_charge:R:1
C 2.475 -0.751 -0.174 -0.07
C 1.049 -0.903 0.313 -0.27
O 0.394 0.349 0.182 -0.13
C -1.011 0.248 0.252 -0.39
C -1.568 1.627 0.570 -0.03
C -1.532 -0.220 -1.099 -0.22
O -2.368 -1.075 -1.256 0.07
H 2.973 0.065 0.360 0.08
H 3.039 -1.674 -0.005 0.08
H 2.492 -0.522 -1.243 0.08
H 0.522 -1.673 -0.272 0.12
H 1.023 -1.219 1.368 0.12
H -1.323 -0.485 1.011 0.15
H -2.660 1.596 0.642 0.09
H -1.155 1.980 1.518 0.09
H -1.284 2.343 -0.209 0.09
H -1.065 0.312 -1.958 0.14
```



#iii (0.0099 hartree below the next structure)



#i
DFT (ωB97M-V/def2-TZVPD) results for C5H10O2 in the gas phase.

Orbital gap   10.6 eV
SMILES   OC[C@H]1CCOC1
HOMO   -9.677 eV

XYZ file:
```
17
Properties=species:S:1:pos:R:3:lowdin_charge:R:1
O 2.546 -0.496 0.970 -0.06
C 1.658 -0.622 -0.124 -0.24
C 0.206 -0.322 0.244 -0.29
C -0.277 1.123 0.079 -0.13
C -1.787 0.917 0.105 -0.21
O -2.012 -0.286 -0.615 -0.13
C -0.826 -1.070 -0.611 -0.17
H 2.594 0.435 1.215 0.09
H 1.975 0.012 -0.968 0.13
H 1.754 -1.664 -0.451 0.12
H 0.078 -0.621 1.292 0.15
H 0.077 1.810 0.855 0.12
H 0.031 1.513 -0.901 0.12
H -2.358 1.717 -0.375 0.12
H -2.141 0.813 1.143 0.12
H -0.475 -1.192 -1.647 0.13
H -1.043 -2.067 -0.208 0.13
```



#ii
DFT (ωB97M-V/def2-TZVPD) results for 2 unconnected molecules or ions with the total composition C5H10O2.

Orbital gap   9.3 eV
SMILES   COCC1=C(O)C1.[H][H]
HOMO   -8.435 eV

XYZ file:
```
17
Properties=species:S:1:pos:R:3:lowdin_charge:R:1
C -2.702 -0.353 0.227 -0.12
O -1.320 -0.506 0.033 -0.19
C -0.579 0.499 0.686 -0.20
C 0.855 0.204 0.491 -0.11
C 1.801 -0.488 -0.051 -0.32
O 2.228 -1.453 -0.868 0.08
C 2.288 0.560 0.866 -0.03
H -2.959 -0.342 1.298 0.09
H -3.192 -1.207 -0.246 0.09
H -3.076 0.578 -0.228 0.09
H -0.834 1.494 0.280 0.13
H -0.823 0.521 1.762 0.13
H 1.443 -1.836 -1.288 0.11
H 2.746 1.472 0.466 0.08
H 2.679 0.282 1.852 0.08
H 0.471 0.328 -2.369 0.04
H 0.975 0.247 -2.910 0.06
```



#i (0.1275 hartree below the next structure)